# 1
{"formula": "C4H9N3O2", "method": "ωB97M-V/def2-TZVPD", "e_above_lowest_kcal_mol": 52.8, "energy_ha": -472.5094, "elements": ["H", "N", "C", "N", "O", "C", "O", "N", "C", "C", "H", "H", "H", "H", "H", "H", "H", "H"], "coordinates": [[2.431, 1.604, 0.664], [1.486, 1.252, 0.794], [1.311, 0.080, 0.363], [2.179, -0.686, -0.383], [3.512, -0.258, -0.516], [0.013, -0.689, 0.514], [0.056, -1.846, 0.895], [-1.124, -0.095, 0.116], [-1.281, 1.295, -0.215], [-2.340, -0.875, 0.082], [2.104, -1.697, -0.287], [3.587, 0.171, -1.382], [-1.632, 1.399, -1.243], [-2.023, 1.754, 0.464], [-0.337, 1.820, -0.089], [-2.088, -1.923, 0.229], [-3.017, -0.563, 0.874], [-2.838, -0.741, -0.878]], "nbo_charge": [0.3564, -0.7073, 0.3418, -0.3361, -0.5557, 0.6241, -0.6320, -0.3998, -0.4238, -0.4174, 0.4001, 0.4735, 0.1875, 0.1944, 0.2576, 0.2445, 0.1963, 0.1961]}

=====

# 2
{"formula": "C37H79BN2O12Si", "method": "ωB97M-V/def2-TZVPD", "energy_ha": -2783.8949, "elements": ["C", "C", "C", "C", "N", "B", "C", "C", "O", "Si", "C", "C", "C", "C", "O", "N", "O", "H", "H", "H", "H", "H", "H", "H", "H", "H", "H", "H", "H", "H", "H", "H", "H", "H", "H", "H", "H", "H", "H", "H", "H", "H", "C", "C", "C", "O", "H", "H", "H", "H", "H", "H", "C", "C", "C", "O", "H", "H", "H", "H", "H", "H", "C", "C", "C", "O", "H", "H", "H", "H", "H", "H", "C", "C", "C", "O", "H", "H", "H", "H", "H", "H", "C", "C", "C", "O", "H", "H", "H", "H", "H", "H", "C", "C", "C", "O", "H", "H", "H", "H", "H", "H", "C", "C", "C", "O", "H", "H", "H", "H", "H", "H", "C", "C", "C", "O", "H", "H", "H", "H", "H", "H", "C", "C", "C", "O", "H", "H", "H", "H", "H", "H"], "coordinates": [[-4.068, -3.586, 1.598], [-5.206, -3.969, 0.626], [-4.893, -3.714, -0.848], [-5.148, -2.283, -1.315], [-4.015, -1.399, -0.979], [-3.932, -0.143, -1.671], [-4.535, 0.150, -3.101], [-3.549, -0.292, -4.177], [-2.462, 0.635, -4.212], [-1.362, 0.575, -5.458], [0.373, 0.802, -4.813], [-1.740, 1.870, -6.770], [-1.394, -1.113, -6.284], [-3.154, 1.026, -0.897], [-4.064, 1.545, 0.100], [-3.996, 0.748, 1.251], [-4.985, 0.804, 1.859], [-3.318, -2.976, 1.108], [-4.477, -3.008, 2.424], [-3.590, -4.474, 1.999], [-5.386, -5.038, 0.744], [-6.121, -3.453, 0.910], [-3.858, -3.988, -1.065], [-5.509, -4.384, -1.450], [-6.035, -1.924, -0.792], [-5.351, -2.294, -2.379], [-3.153, -1.929, -0.984], [-5.503, -0.309, -3.298], [-4.675, 1.228, -3.209], [-3.177, -1.292, -3.942], [-4.058, -0.321, -5.142], [0.994, 1.154, -5.633], [0.431, 1.509, -3.988], [0.733, -0.170, -4.480], [-1.978, 1.361, -7.704], [-2.578, 2.500, -6.479], [-0.872, 2.496, -6.970], [-1.035, -1.859, -5.576], [-0.694, -1.098, -7.119], [-2.376, -1.393, -6.660], [-2.282, 0.613, -0.382], [-2.848, 1.847, -1.538], [-1.397, 2.719, 2.032], [-0.527, 1.686, 2.710], [0.062, 2.076, 4.043], [-0.310, 0.611, 2.203], [-1.757, 2.326, 1.086], [-2.253, 2.971, 2.660], [-0.811, 3.621, 1.844], [-0.735, 2.294, 4.756], [0.686, 2.963, 3.937], [0.670, 1.262, 4.428], [-0.130, -4.970, 2.062], [-0.428, -5.348, 0.630], [0.689, -6.005, -0.140], [-1.510, -5.131, 0.137], [-1.007, -4.506, 2.508], [0.143, -5.858, 2.634], [0.705, -4.268, 2.097], [0.993, -6.929, 0.350], [1.555, -5.345, -0.183], [0.351, -6.225, -1.150], [4.749, 2.141, -8.314], [3.574, 2.571, -7.468], [3.514, 4.028, -7.078], [2.724, 1.787, -7.119], [4.676, 1.077, -8.524], [4.756, 2.695, -9.253], [5.683, 2.342, -7.787], [3.475, 4.653, -7.971], [4.402, 4.299, -6.505], [2.628, 4.208, -6.474], [5.634, -8.335, 0.289], [4.165, -8.443, 0.621], [3.654, -9.812, 0.999], [3.435, -7.481, 0.586], [5.875, -7.306, 0.036], [6.235, -8.646, 1.145], [5.875, -8.981, -0.556], [4.181, -10.179, 1.881], [3.822, -10.514, 0.180], [2.589, -9.759, 1.214], [-6.808, -3.798, -6.042], [-5.406, -3.614, -5.515], [-4.273, -3.919, -6.464], [-5.199, -3.238, -4.385], [-7.526, -3.547, -5.266], [-6.970, -3.153, -6.907], [-6.958, -4.834, -6.351], [-4.340, -3.278, -7.345], [-4.326, -4.959, -6.789], [-3.322, -3.745, -5.965], [4.115, 4.176, 6.534], [2.629, 4.299, 6.321], [2.071, 5.702, 6.251], [1.913, 3.331, 6.202], [4.390, 3.124, 6.565], [4.653, 4.665, 5.726], [4.396, 4.651, 7.476], [2.538, 6.250, 5.432], [2.277, 6.233, 7.182], [0.996, 5.661, 6.093], [8.708, 5.049, 6.672], [7.979, 4.659, 5.409], [8.732, 3.793, 4.429], [6.846, 5.022, 5.194], [8.062, 5.668, 7.290], [8.994, 4.156, 7.229], [9.612, 5.607, 6.425], [9.019, 2.854, 4.903], [9.637, 4.304, 4.097], [8.102, 3.583, 3.568], [3.170, 5.242, 1.019], [2.494, 5.942, -0.138], [1.325, 5.224, -0.769], [2.871, 7.018, -0.535], [3.990, 5.852, 1.387], [2.454, 5.075, 1.826], [3.556, 4.273, 0.698], [0.545, 5.060, -0.023], [1.644, 4.256, -1.158], [0.923, 5.823, -1.583], [-4.021, 1.746, 7.260], [-3.157, 2.285, 8.375], [-1.726, 1.806, 8.414], [-3.589, 3.061, 9.194], [-5.021, 2.163, 7.339], [-3.594, 2.014, 6.291], [-4.077, 0.658, 7.320], [-1.209, 2.077, 7.491], [-1.695, 0.720, 8.521], [-1.210, 2.262, 9.255]], "mulliken_charge": [-0.9794, -0.6348, -0.8456, -0.0043, 0.0709, -0.3599, -0.8332, -0.3456, -0.1697, 0.4308, -0.7911, -1.1323, -1.1214, -0.3538, -0.2607, 0.4011, -0.5139, 0.2122, 0.4002, 0.2396, 0.3894, 0.3382, 0.2986, 0.3240, 0.1608, 0.1400, 0.1502, 0.4421, 0.2440, 0.2590, 0.4971, 0.1708, 0.3042, 0.2593, 0.3416, 0.3232, 0.3128, 0.3429, 0.4389, 0.1823, 0.3494, 0.3514, -0.5057, 0.8636, -0.6700, -0.5867, -0.1649, 0.3240, 0.2448, 0.0619, 0.1136, 0.3432, -1.0281, 0.8076, -1.0185, -0.5153, 0.2289, 0.3310, 0.3386, 0.2064, 0.3317, 0.3180, -1.1338, 0.7869, -1.0602, -0.4934, 0.2879, 0.3332, 0.3298, 0.3276, 0.3304, 0.2605, -1.1156, 0.7704, -1.0498, -0.4773, 0.2866, 0.3308, 0.3315, 0.3223, 0.3264, 0.2658, -1.2840, 0.8644, -1.1102, -0.4642, 0.3067, 0.3465, 0.3604, 0.3241, 0.4195, 0.1935, -1.0289, 0.7941, -1.1619, -0.5336, 0.3136, 0.2995, 0.3548, 0.3091, 0.3838, 0.2956, -1.1242, 0.8361, -1.1339, -0.5269, 0.2879, 0.3319, 0.3465, 0.3329, 0.3443, 0.2876, -0.9555, 0.8581, -0.9161, -0.5579, 0.2899, 0.1851, 0.3363, 0.1419, 0.3219, 0.3081, -0.9854, 0.8475, -0.7893, -0.5549, 0.3010, 0.2079, 0.3188, 0.0488, 0.3260, 0.2896]}

=====

# 3
{"formula": "C4H8F2N2", "method": "ωB97M-V/def2-TZVPD", "e_above_lowest_kcal_mol": 17.6, "energy_ha": -466.4063, "elements": ["N", "C", "C", "N", "C", "F", "C", "F", "H", "H", "H", "H", "H", "H", "H", "H"], "coordinates": [[-0.638, 1.730, -1.447], [-0.750, 0.702, -0.378], [0.508, -0.195, -0.332], [1.612, 0.668, 0.102], [0.401, -1.424, 0.466], [1.490, -2.268, 0.423], [-0.662, -1.840, 1.172], [-1.860, -1.241, 1.297], [-0.081, 2.547, -1.121], [-1.587, 2.122, -1.618], [-1.651, 0.178, -0.665], [-0.879, 1.106, 0.604], [0.715, -0.534, -1.343], [2.433, 0.095, 0.066], [1.527, 1.121, 1.025], [-0.577, -2.766, 1.747]], "nbo_charge": [-0.8284, -0.2098, -0.1436, -0.8326, 0.3093, -0.3328, 0.1482, -0.3219, 0.3598, 0.3550, 0.2048, 0.1696, 0.2170, 0.3664, 0.3644, 0.1745]}

=====

# 4
{"formula": "C3H8ClIN3", "method": "ωB97M-V/def2-TZVPD", "e_above_lowest_kcal_mol": 20.7, "energy_ha": -1040.9686, "charge": 1, "elements": ["H", "N", "C", "Cl", "C", "N", "C", "N", "I", "H", "H", "H", "H", "H", "H", "H"], "coordinates": [[3.181, 0.130, -0.763], [2.153, 0.059, -1.026], [1.356, -0.589, -0.185], [1.911, -1.239, 1.317], [-0.140, -0.621, -0.348], [-0.325, 0.353, -1.423], [-0.924, -0.294, 0.921], [-0.238, 0.584, 1.817], [-3.169, 0.477, 0.071], [-0.434, -1.538, -0.810], [0.163, 1.196, -1.341], [-1.355, 0.604, -1.547], [0.177, -0.068, -2.176], [-1.306, -1.251, 1.275], [-0.769, 0.596, 2.734], [-0.281, 1.604, 1.485]], "nbo_charge": [0.4138, -0.6534, 0.2338, 0.0823, -0.2081, -0.6888, 0.0255, -0.8029, -0.0845, 0.2666, 0.4426, 0.4568, 0.4566, 0.2485, 0.4144, 0.3970]}